The following is a quantum chemistry calculation of a 5-piece molecular cluster, C5H22NO6 overall at a distorted geometry, from the OMol25 dataset.

Its total charge is +1. As for the energy above the lowest of the compared OMol25 structures with the same formula, charge and spin: 65.25 kcal per mole. The calculation puts the HOMO energy at -13.6 eV. The HOMO-LUMO gap comes out at 0.40342 Ha.

Last column: Mulliken charge in e.
Geometry (Å):
C: 0.8881 -2.2308 -0.8927  -0.90
O: -0.1320 -2.7107 -1.8274  -0.55
C: -0.0408 -1.5362 0.0970  0.36
C: 0.6034 -1.3050 1.4762  -1.41
C: 2.0097 -0.6135 1.4526  -0.47
C: 2.0715 0.7776 1.0177  -0.20
O: 0.8048 1.4608 1.3336  -0.50
N: -0.7902 -0.4561 -0.5707  0.06
H: 1.6745 -1.7563 -1.4396  0.37
H: 1.3528 -3.1860 -0.4486  0.32
H: 0.3324 -3.1575 -2.5714  0.34
H: -0.8679 -2.3372 0.2954  0.23
H: 0.6482 -2.1211 2.1003  0.59
H: 0.0444 -0.6448 2.1741  0.52
H: 2.3573 -0.8283 2.4970  0.33
H: 2.7100 -1.1899 0.8256  0.33
H: 2.2861 1.1166 -0.0831  0.08
H: 2.9415 1.2264 1.5429  0.32
H: 0.4495 1.1985 2.1941  0.28
H: -0.4254 0.4516 -0.6963  0.20
H: -1.7358 -0.5378 -0.0621  0.31
H: -1.0894 -0.7735 -1.4889  0.46
H: -3.4737 2.2227 -1.6573  0.33
H: -3.5551 0.7370 -2.0084  0.33
O: -3.2459 1.2934 -1.2541  -0.66
H: 1.6156 0.3272 -2.0837  0.28
H: 1.4645 1.8035 -1.6879  0.24
O: 1.0467 1.0251 -1.7498  -0.60
H: -0.1890 4.2948 -0.5065  0.26
H: 0.3822 3.1795 0.4165  0.30
O: 0.0985 3.4513 -0.4019  -0.56
H: -3.5935 -0.2338 1.8491  0.25
H: -3.5721 0.7728 0.7658  0.30
O: -3.0709 0.2797 1.3927  -0.56

The following is a quantum chemistry calculation of C5H23B2Cl4CoCrN5O26 as an isolated structure at a distorted geometry, from the OMol25 dataset.

Its total charge is -2. As for the energy above the lowest of the compared OMol25 structures with the same formula, charge and spin: 76.45 kcal per mole. The multiplicity is 8. The calculation puts the HOMO energy (spin up / spin down) at -4.3 / -4.5 eV. The HOMO-LUMO gap (spin up / spin down) comes out at 0.27230 / 0.27364 Ha.

Last column: Löwdin spin population.
Geometry (Å):
Cr: 0.6151 -0.5430 -0.2160  3.79
Co: -1.0664 3.1224 -1.8721  2.74
Cl: -0.7607 -2.1258 -3.2135  0.00
O: 0.0206 -2.0573 -2.0653  0.03
O: -0.4450 -0.8797 -3.9763  0.00
O: -0.4788 -3.3543 -3.9406  0.00
O: -2.1089 -2.1543 -2.7516  0.00
Cl: 3.9043 -0.2207 -1.3980  0.00
O: 4.2910 -0.1886 0.0002  0.00
O: 4.7158 0.6542 -2.1749  0.00
O: 3.8105 -1.5277 -1.9014  0.00
O: 2.5430 0.2635 -1.3737  0.02
Cl: 2.1860 4.2950 -1.2522  0.00
O: 0.9101 4.1876 -1.8933  0.02
O: 2.4449 5.5523 -0.7756  0.00
O: 2.0863 3.4265 -0.0855  0.00
O: 3.2018 3.7518 -2.0912  0.00
Cl: -1.2735 -2.6087 1.9026  0.00
O: -2.6300 -2.7801 2.3004  0.00
O: -0.6096 -3.8283 1.5554  0.00
O: -1.1658 -1.7062 0.7758  0.02
O: -0.5593 -1.8877 2.8720  0.00
B: -0.9709 2.2953 -4.0260  0.06
H: -0.7173 3.3143 -3.7779  0.02
H: -0.0801 1.6868 -4.0430  0.00
H: -1.6918 1.9393 -3.3063  0.03
H: -1.3970 2.3242 -5.0169  0.01
B: -0.6942 1.2209 -0.8287  0.09
H: -0.1647 1.2084 0.1114  0.01
H: -0.0399 1.7055 -1.5367  0.03
H: -0.8799 0.1938 -1.1024  0.01
H: -1.6194 1.7627 -0.7079  0.02
C: -3.1149 0.5926 2.4022  0.00
N: -3.5114 1.8528 3.0340  0.00
O: -2.6468 2.6785 3.1612  0.00
O: -4.6441 1.9799 3.4035  0.00
H: -3.7556 0.4304 1.5355  0.00
H: -3.3017 -0.1470 3.1809  0.00
H: -2.0502 0.6245 2.1710  0.00
C: 2.6341 1.6073 3.2753  0.00
N: 2.2454 0.3309 2.5931  0.01
O: 1.4548 0.2910 1.6303  0.02
O: 2.7265 -0.6328 3.1508  0.02
H: 1.8997 2.3738 3.0281  0.00
H: 3.6689 1.8355 3.0200  0.00
H: 2.6749 1.3942 4.3435  0.00
C: -2.1028 -5.3363 -1.0086  0.00
N: -1.0099 -6.3970 -0.9817  0.00
O: 0.1224 -6.0483 -1.2963  0.00
O: -1.3212 -7.5642 -0.6840  0.00
H: -1.6310 -4.4277 -1.3828  0.00
H: -2.5045 -5.2745 0.0028  0.00
H: -2.8870 -5.6365 -1.7035  0.00
C: 2.4402 -4.5690 0.0259  0.00
N: 2.6445 -3.2580 0.6291  0.00
O: 1.8958 -2.3312 0.4067  0.01
O: 3.5341 -3.1822 1.4490  0.01
H: 1.5719 -5.0636 0.4613  0.00
H: 3.3429 -5.1419 0.2381  0.00
H: 2.3922 -4.4040 -1.0505  0.00
C: -2.2029 5.5977 1.7219  0.00
N: -1.1197 4.6351 1.2838  0.00
O: -1.2273 4.0729 0.2090  0.01
O: -0.1520 4.6637 1.9970  0.00
H: -2.2912 5.5460 2.8071  0.00
H: -3.1302 5.2234 1.2880  0.00
H: -2.0203 6.6417 1.4673  0.00

The following is a quantum chemistry calculation of a 7-piece molecular cluster, C5H23N2O7 overall at a distorted geometry, from the OMol25 dataset.

Its total charge is -1. As for the energy above the lowest of the compared OMol25 structures with the same formula, charge and spin: 17.53 kcal per mole. The calculation puts the HOMO energy at -4.2 eV. The HOMO-LUMO gap comes out at 0.27509 Ha.

Last column: Mulliken charge in e.
Geometry (Å):
C: -2.4346 0.3392 2.1241  -0.52
O: -2.4660 1.2418 1.0265  -0.60
C: -1.3773 -0.7902 1.9209  -0.75
C: -0.9614 -1.1028 0.4517  0.36
C: 0.4613 -1.5831 0.4833  -0.19
C: 0.9726 -2.8418 0.5012  -0.41
N: 2.3767 -3.0370 0.5329  -0.47
N: 1.4557 -0.5628 0.4803  -0.29
H: -3.4793 -0.0054 2.0227  0.35
H: -2.2757 0.9318 3.0590  0.21
H: -1.7086 -1.7205 2.3314  0.50
H: -0.4183 -0.5393 2.4554  0.32
H: -0.9193 -0.0934 -0.0390  -0.30
H: -1.6091 -1.7150 -0.1468  0.50
H: 0.4482 -3.7823 0.5851  0.44
H: 2.8765 -2.2895 0.0867  0.16
H: 2.8349 -3.9290 0.4262  0.20
H: 2.1591 -0.5520 1.1688  0.21
H: 1.2003 0.3800 0.0649  0.16
H: 0.7605 1.6999 1.4979  0.35
H: -0.0371 1.9342 2.8604  0.28
O: 0.8214 1.7057 2.5304  -0.69
H: -0.4076 2.4706 -1.1245  0.42
H: 1.3614 2.5985 0.2414  0.18
O: 0.6469 2.0284 -0.0848  -1.15
H: -1.8743 2.0141 -1.1594  0.35
H: -1.5723 1.4992 0.7432  0.19
O: -1.3336 2.7150 -1.5024  -0.78
H: -0.4728 -1.9511 -2.7772  0.27
H: -0.7656 -0.5352 -3.2222  0.46
O: -1.1951 -1.4208 -3.1267  -0.71
H: 2.3876 0.3522 -1.7170  0.39
H: 1.7097 1.6282 -1.2200  0.46
O: 2.3341 1.3011 -2.0069  -0.90
H: -0.5398 1.6372 -3.1300  0.39
H: 0.9509 1.0385 -2.9168  0.43
O: 0.0899 0.9354 -3.4210  -0.80

The following is a quantum chemistry calculation of a 6-piece molecular cluster, C5H23NO6S overall at a distorted geometry, from the OMol25 dataset.

As for the energy above the lowest of the compared OMol25 structures with the same formula, charge and spin: 27.11 kcal per mole. The calculation puts the HOMO energy at -8.3 eV. The HOMO-LUMO gap comes out at 0.30423 Ha.

Last column: Mulliken charge in e.
Geometry (Å):
C: -1.5848 -1.7897 0.1738  0.44
S: -3.0195 -1.2674 -0.8212  -0.20
C: -2.1628 0.0892 -1.6790  -0.92
C: -1.7933 1.2808 -0.7982  -0.63
C: -0.6173 1.1660 0.1381  0.74
N: 0.5547 0.6942 -0.6050  -0.18
C: -0.2295 2.5131 0.7655  -1.10
O: 1.1283 2.4476 1.2463  -0.54
H: -0.8148 -1.2009 -0.2973  -0.76
H: -1.3255 -2.8077 -0.0982  0.41
H: -1.7605 -1.5678 1.2154  0.24
H: -2.7335 0.3910 -2.5520  0.44
H: -1.2551 -0.3824 -2.0571  0.31
H: -1.5788 2.0622 -1.5357  0.39
H: -2.6866 1.6306 -0.2857  0.38
H: -0.7472 0.4493 0.9613  -0.03
H: 1.3654 0.6573 -0.0219  0.24
H: 0.4212 -0.1759 -1.0923  0.05
H: -0.1297 3.2284 -0.0494  0.40
H: -0.8442 2.8236 1.6047  0.29
H: 1.1750 2.1058 2.1430  0.29
O: 2.3495 -0.1866 -2.6450  -0.71
H: 1.8898 -0.9293 -2.2507  0.37
H: 1.8841 0.6404 -2.6243  0.31
O: 1.2515 -2.0141 -1.2716  -0.65
H: 1.1951 -2.9520 -1.0768  0.35
H: 1.4042 -1.5680 -0.4155  0.25
O: 0.5109 0.5128 3.4677  -0.65
H: 0.1204 -0.2740 3.8618  0.30
H: -0.0813 1.2079 3.7775  0.31
O: 0.9870 -1.4606 1.3978  -0.61
H: 0.8352 -0.5472 1.6890  0.17
H: 1.9120 -1.5923 1.6459  0.27
O: 3.4154 0.0407 0.6377  -0.60
H: 3.8993 0.7561 1.0673  0.29
H: 3.4483 0.3261 -0.2860  0.31

The following is a quantum chemistry calculation of C5H23NO8 as an isolated structure at a distorted geometry, from the OMol25 dataset.

Its total charge is -2. As for the energy above the lowest of the compared OMol25 structures with the same formula, charge and spin: 52.39 kcal per mole. The calculation puts the HOMO energy at -0.5 eV. The HOMO-LUMO gap comes out at 0.22476 Ha.

Last column: Mulliken charge in e.
Geometry (Å):
C: -2.2749 1.2821 -2.2290  -0.71
O: -2.8266 0.1847 -2.7378  -0.90
C: -0.5411 1.3298 -2.0068  -0.09
C: -0.1489 0.5811 -0.6331  -0.01
C: 0.0311 1.5537 0.5074  -0.35
C: 0.4596 0.7640 1.6313  -0.70
O: 1.7029 0.1769 1.2685  -0.59
N: 0.1029 0.6575 -3.1118  -0.66
H: -2.4386 2.0708 -2.9354  0.43
H: -2.6717 1.4020 -1.2069  0.18
H: -0.1343 2.3838 -1.9446  0.27
H: -1.0203 -0.0870 -0.3737  -0.11
H: 0.6271 -0.2344 -0.7865  0.08
H: 0.7868 2.3255 0.1702  0.37
H: -0.8873 1.9724 0.6961  0.26
H: -0.3129 0.0088 1.8788  0.15
H: 0.6117 1.2219 2.6716  0.22
H: -0.5133 0.8368 -3.9730  0.30
H: 0.1406 -0.3273 -2.9901  0.27
H: -3.3156 -0.5530 1.2007  0.36
H: -4.1234 -1.7482 0.5264  0.33
O: -4.1682 -1.0217 1.2743  -0.69
H: 4.1092 1.5348 0.3642  0.29
H: 3.1846 0.7111 1.4430  0.43
O: 3.9969 1.5177 1.2677  -0.77
H: 1.2584 -2.5546 0.6240  0.12
H: 1.4953 -0.9245 1.1003  0.53
O: 0.7019 -1.9286 1.0118  -0.99
H: 0.8044 -2.1269 2.5938  0.39
H: 0.3858 -1.9374 3.9353  0.30
O: 1.1940 -2.2411 3.5550  -0.69
H: -1.7937 -2.4369 -0.4148  0.29
H: -0.7672 -2.6076 0.9020  0.45
O: -1.6241 -2.8381 0.4671  -0.72
H: 2.5415 0.0038 -0.6250  0.36
H: 2.3559 0.5167 -1.8913  0.35
O: 3.0717 0.5316 -1.2299  -0.75

The following is a quantum chemistry calculation of a 8-piece molecular cluster, C5H24N3O7 overall at a distorted geometry, from the OMol25 dataset.

Its total charge is +1. As for the energy above the lowest of the compared OMol25 structures with the same formula, charge and spin: 102.39 kcal per mole. The calculation puts the HOMO energy at -11.0 eV. The HOMO-LUMO gap comes out at 0.32043 Ha.

Last column: Mulliken charge in e.
Geometry (Å):
C: -1.4240 0.9106 -0.6260  -0.94
C: -0.1504 -0.0855 -0.5906  -0.40
C: 1.1053 0.3338 -0.0497  -0.08
C: 2.4779 -0.0296 -0.4032  -0.37
N: 3.2812 0.7787 0.2554  -0.03
C: 2.4783 1.7382 1.0098  -0.58
N: 1.1670 1.5240 0.7592  -0.35
N: -1.1934 2.3548 -0.4175  -0.10
H: -2.2182 0.5868 0.2473  0.34
H: -1.9894 0.5244 -1.5812  0.35
H: -0.4592 -1.0546 -0.3270  0.70
H: -0.0713 -0.3698 -1.6762  0.19
H: 2.8439 -0.8786 -1.1449  0.32
H: 4.2106 0.8484 0.1331  0.13
H: 2.9608 2.3878 1.6311  0.54
H: -0.6870 2.8307 -1.2153  0.36
H: -2.0537 2.7908 -0.0622  0.39
H: -0.4806 2.3283 0.5351  0.59
H: -4.2642 -1.2579 -1.2186  0.30
H: -4.5854 0.2004 -1.9308  0.29
O: -3.8763 -0.2624 -1.4883  -0.62
H: 0.1917 -3.0592 -2.4308  0.34
H: 1.6344 -2.9201 -2.9978  0.31
O: 0.7949 -2.4469 -2.8607  -0.62
H: -1.2939 -0.5294 4.9348  0.24
H: -0.0835 -0.5576 4.2474  0.31
O: -1.0318 -0.5756 4.1292  -0.57
H: 0.3669 2.4717 -3.7430  0.31
H: 0.9743 1.7618 -2.5073  0.28
O: 0.1661 2.0147 -2.8463  -0.63
H: -1.3387 1.0930 2.6458  0.35
H: -2.0595 2.4781 2.8466  0.28
O: -1.9069 1.8500 2.1810  -0.63
H: -1.7475 -4.8391 -1.3361  0.32
H: -0.6408 -4.3300 -0.5142  0.27
O: -0.8156 -4.5932 -1.3167  -0.61
H: 0.6816 -1.3976 2.5337  0.30
H: 1.7439 -2.6094 2.7074  0.30
O: 1.5020 -1.7749 2.2020  -0.59

The following is a quantum chemistry calculation of a 7-piece molecular cluster, C5H25Br4N4O3 overall at a distorted geometry, from the OMol25 dataset.

Its total charge is +2. The multiplicity is 2. The calculation puts the HOMO energy (spin up / spin down) at -9.6 / -13.9 eV. The HOMO-LUMO gap (spin up / spin down) comes out at 0.14585 / 0.29308 Ha.

Last column: Löwdin spin population.
Geometry (Å):
N: 16.0858 -17.1936 -7.7160  0.00
H: 16.7906 -17.1648 -6.9931  0.00
H: 16.2013 -16.4333 -8.3707  0.00
H: 15.1632 -17.0235 -7.3419  0.00
H: 16.2514 -18.0694 -8.1910  0.00
N: 17.8620 -10.5870 -9.9141  0.15
H: 17.3638 -9.8695 -9.4071  0.11
H: 18.8432 -10.4460 -9.7206  0.04
H: 17.6527 -10.5197 -10.8999  0.04
H: 17.5290 -11.4842 -9.5914  0.03
N: 13.4806 -11.2803 -10.6592  0.05
H: 12.8799 -11.6295 -9.9262  0.01
H: 14.0899 -12.0524 -10.8886  0.01
H: 14.0453 -10.5068 -10.3384  0.06
H: 12.9841 -11.0078 -11.4954  0.01
N: 16.9971 -12.1559 -6.7498  0.14
H: 16.5663 -12.7186 -7.4694  0.02
H: 16.8109 -11.2325 -7.1144  0.12
H: 17.9811 -12.3754 -6.8093  0.04
H: 16.5667 -12.3297 -5.8528  0.03
O: 14.8342 -13.6570 -10.8347  0.02
C: 15.7260 -13.8498 -9.9266  0.02
O: 15.9983 -15.0096 -9.5442  0.01
O: 16.3328 -12.9352 -9.3898  0.08
H: 14.7740 -14.5597 -11.1557  0.00
Br: 12.4047 -18.9402 -15.9777  0.00
C: 13.1209 -17.2619 -15.1938  0.00
C: 13.5119 -17.5449 -13.7596  0.00
Br: 14.3963 -15.9317 -13.0287  0.01
H: 12.3325 -16.5098 -15.2234  0.00
H: 14.0130 -17.0495 -15.7831  0.00
H: 14.2541 -18.3432 -13.7666  0.00
H: 12.6696 -17.7109 -13.0880  0.00
Br: 19.5896 -15.8954 -13.5561  0.00
C: 17.8735 -16.0720 -12.5759  0.00
C: 17.7785 -17.5159 -12.0058  0.00
Br: 17.6533 -18.9094 -13.4657  0.00
H: 17.0623 -16.0038 -13.3007  0.00
H: 17.7175 -15.3719 -11.7551  0.00
H: 16.8637 -17.6310 -11.4243  0.00
H: 18.6543 -17.6802 -11.3781  0.00

The following is a quantum chemistry calculation of a 8-piece molecular cluster, C5H25NO8 overall at a distorted geometry, from the OMol25 dataset.

As for the energy above the lowest of the compared OMol25 structures with the same formula, charge and spin: 83.58 kcal per mole. The calculation puts the HOMO energy at -8.5 eV. The HOMO-LUMO gap comes out at 0.32207 Ha.

Last column: Mulliken charge in e.
Geometry (Å):
C: 2.5091 2.0041 1.6977  -1.22
C: 1.2754 2.4340 0.8007  -0.72
N: 0.4270 1.3088 0.2092  0.82
C: 0.7950 0.6736 -1.0641  -1.37
C: -0.9735 1.7552 0.2083  -0.55
C: -1.9471 0.6521 -0.2417  -0.49
O: -2.1057 -0.4388 0.2791  -0.42
H: 2.8635 2.8739 2.2033  0.42
H: 2.1996 1.2690 2.4456  0.24
H: 3.2057 1.5086 1.0069  0.27
H: 0.6651 3.2133 1.2222  0.60
H: 1.6696 2.8665 -0.1549  0.31
H: 1.8823 0.6148 -1.2447  0.43
H: 0.4292 -0.3269 -1.0921  0.20
H: 0.4059 1.1794 -1.9236  0.41
H: -1.2668 2.5497 -0.4931  0.21
H: -1.3899 2.0087 1.2352  0.60
H: -2.5581 0.7105 -1.1614  0.42
O: 0.8398 -3.5423 1.7048  -0.79
H: 0.7347 -2.5539 1.8295  0.49
H: 0.1893 -3.9537 2.3028  0.31
O: -0.2242 3.6785 -1.9805  -0.59
H: 0.2646 4.4839 -1.8826  0.27
H: -0.0591 3.0395 -2.7042  0.32
O: -2.5283 1.3096 2.3468  -0.58
H: -1.8815 1.2369 3.0672  0.30
H: -3.3221 1.3674 2.8863  0.24
O: 1.5307 -0.6073 -3.2112  -0.63
H: 0.8932 -1.3638 -2.9838  0.42
H: 2.3130 -0.9946 -3.5890  0.24
O: 0.5319 -2.9916 -2.4057  -0.66
H: -0.2491 -3.2197 -1.8485  0.41
H: 1.2518 -3.5386 -2.0975  0.26
O: -1.0081 -3.7737 -0.3812  -0.78
H: -0.3120 -3.6718 0.3186  0.44
H: -1.6259 -3.0575 -0.2453  0.33
O: 0.3597 -0.9586 2.2271  -0.78
H: 0.6649 -0.3577 1.5117  0.38
H: -0.5519 -0.5997 2.3179  0.27